# 1
This record from the Open Molecules 2025 dataset describes the molecule C9H21O3P. The level of theory is the ωB97M-V functional and the def2-TZVPD basis.

- <S²>: 2.01
- Spin multiplicity: 3
- Orbital gap (spin up / spin down): 0.13417 / 0.24072 Eh
- Charge: 0
- HOMO energy (spin up / spin down): -2.8 / -10.2 eV

Last column: Löwdin charge in e.
Geometry (Å):
C: -1.38970 -1.84794 1.87610  -0.03
C: -3.66198 2.15979 -0.39654  -0.07
C: 3.26061 1.12331 0.12276  -0.08
C: 2.47513 -1.19852 0.68592  -0.09
C: 2.21740 -0.43586 -1.69193  -0.09
C: -1.61626 -2.18310 0.39956  -0.19
C: -2.20857 1.66138 -0.53924  -0.33
C: -0.83719 -0.15728 -0.64761  -0.46
C: 2.23162 0.00468 -0.17542  -0.65
O: 0.27736 1.04268 1.58872  -0.28
O: -0.56541 -1.46998 -0.24769  -0.11
O: -2.08944 0.30293 -0.25444  -0.10
P: 0.58374 0.74904 0.14974  0.76
H: -0.53760 -1.15141 1.94325  0.06
H: -2.31731 -1.49934 2.19109  0.06
H: -1.02359 -2.70688 2.31569  0.05
H: -4.10430 1.95534 0.58857  0.08
H: -3.38972 3.26436 -0.32024  0.09
H: -4.32875 1.87991 -1.21475  0.07
H: 2.76195 2.09697 -0.12676  0.07
H: 3.61135 0.97370 1.21213  0.11
H: 4.12756 0.98479 -0.44189  0.05
H: 1.67780 -1.37838 1.40907  0.07
H: 3.38824 -1.15302 1.23826  0.07
H: 2.43393 -2.11049 0.11150  0.08
H: 1.63223 -1.32697 -1.80632  0.06
H: 1.86588 0.40428 -2.25110  0.06
H: 3.26694 -0.77754 -2.08698  0.12
H: -2.62203 -1.82253 0.01071  0.14
H: -1.57981 -3.20937 0.15769  0.11
H: -1.65929 2.18258 0.22962  0.09
H: -1.91087 1.74593 -1.65914  0.14
H: -0.78077 0.05495 -1.77315  0.13
H: 0.81086 1.84196 -0.59718  0.03

# 2
This record from the Open Molecules 2025 dataset describes the ion C2H5N2S with charge +1. The level of theory is the ωB97M-V functional and the def2-TZVPD basis.

- Spin multiplicity: 1
- Orbital gap: 0.32026 Eh
- Charge: +1
- HOMO energy: -15.0 eV
- Energy above the lowest of the compared OMol25 structures with the same formula, charge and spin: 147.9 kJ/mol

Last column: Löwdin charge in e.
Geometry (Å):
C: -0.49209 -0.27471 0.02656  -0.65
C: 1.80551 0.74459 -0.03446  -0.21
N: -0.50454 0.96131 0.07883  0.04
N: -1.34137 -1.28535 -0.00926  0.15
S: 1.34159 -0.78408 0.01650  1.17
H: 1.07174 1.54901 -0.04473  0.05
H: 2.86786 0.95904 -0.04950  0.07
H: -1.36238 1.49319 0.09464  0.12
H: -2.33901 -1.11541 0.00145  0.14
H: -1.04730 -2.24759 -0.08002  0.12

# 3
This record from the Open Molecules 2025 dataset describes the molecule C5H7N. The level of theory is the ωB97M-V functional and the def2-TZVPD basis.

- Spin multiplicity: 1
- Orbital gap (spin up / spin down): 0.28117 / 0.28112 Eh
- Charge: 0
- HOMO energy (spin up / spin down): -7.3 / -7.3 eV
- Energy above the lowest of the compared OMol25 structures with the same formula, charge and spin: 440.4 kJ/mol

Last column: Löwdin charge in e.
Geometry (Å):
C: 1.40946 -0.62411 -1.17008  -0.10
N: 0.61805 -0.16403 -0.05518  -0.19
C: -0.25835 0.81188 -0.59574  -0.22
C: -1.38488 0.84935 0.30495  -0.05
C: -1.08013 0.03013 1.36995  -0.08
C: 0.17030 -0.59144 1.11627  -0.06
H: 2.43830 -0.89357 -0.91550  0.03
H: 0.22134 0.39206 -1.73732  0.17
H: 0.89147 -1.43566 -1.68304  0.04
H: 0.24611 1.77416 -0.73746  0.15
H: -2.25816 1.48034 0.19943  0.10
H: -1.69696 -0.16430 2.24008  0.10
H: 0.64891 -1.40018 1.65510  0.13

# 4
This record from the Open Molecules 2025 dataset describes the molecule C6H12N2O. The level of theory is the ωB97M-V functional and the def2-TZVPD basis.

- <S²>: 2.01
- Spin multiplicity: 3
- Orbital gap (spin up / spin down): 0.17425 / 0.25519 Eh
- Charge: 0
- HOMO energy (spin up / spin down): -4.1 / -10.7 eV
- Energy above the lowest of the compared OMol25 structures with the same formula, charge and spin: 267.8 kJ/mol

Last column: Löwdin charge in e.
Geometry (Å):
C: 0.43048 0.63746 -2.38813  -0.30
C: 0.09765 -1.66558 0.73052  -0.08
C: 1.62310 0.11473 1.72013  -0.06
C: -0.73591 0.32632 -1.63034  -0.31
C: 0.74666 -0.31804 0.49541  -0.42
C: -0.38829 0.67513 0.15854  -0.19
N: 1.46029 0.72471 -2.91767  0.11
N: -1.62897 0.47744 0.94536  0.13
O: -1.86635 1.11813 -1.91003  -0.03
H: 0.97015 -2.30166 0.67891  0.07
H: -0.52714 -1.89461 -0.21698  0.11
H: -0.27859 -1.85270 1.72923  0.08
H: 1.04555 0.34111 2.58649  0.05
H: 2.30708 1.02825 1.32310  0.13
H: 2.35474 -0.73973 1.98491  0.10
H: -0.97426 -0.67317 -1.87198  0.11
H: 1.49456 -0.32558 -0.22204  0.09
H: -0.09963 1.68902 0.14026  0.11
H: -2.10963 1.42158 1.01528  0.13
H: -2.20848 -0.17385 0.47304  0.08
H: -1.71301 1.39104 -2.82402  0.09

Maximum force for every record listed, in sequence, given in hartree/bohr: 0.0597, 0.0562, 0.0067, 0.0908.